No. 1
The following is a DFT calculation (the ωB97M-V functional and the def2-TZVPD basis) of a cluster of 3 separate species, C29H29BrClNO8 in total.

Each line ends with the Mulliken charge.
Geometry (Å):
C -4.401 -1.960 4.993  -1.297
C -4.540 -3.060 3.940  -0.315
C -5.804 -2.909 3.066  -0.878
C -5.499 -2.867 1.558  -0.596
C -5.293 -1.432 1.061  -0.496
C -4.548 -1.343 -0.280  -1.037
N -3.364 -0.484 -0.247  0.446
C -2.094 -1.071 -0.089  0.275
O -1.895 -2.083 0.531  -0.618
C -1.127 -0.173 -0.781  -0.154
C 0.242 -0.262 -0.916  -0.121
Br 1.196 -1.705 -0.198  -0.170
C 0.888 0.753 -1.617  0.938
Cl 2.595 0.744 -1.826  -0.342
C 0.171 1.832 -2.157  0.395
O 0.785 2.779 -2.894  -0.617
C -1.215 1.924 -2.011  0.464
C -1.937 3.128 -2.568  -1.098
O -1.630 4.290 -1.821  -0.405
C -2.379 4.404 -0.617  0.012
C -3.627 5.255 -0.823  -1.173
C -1.833 0.893 -1.331  0.040
C -3.283 0.670 -1.034  0.126
O -4.230 1.334 -1.371  -0.640
H -3.600 -2.193 5.697  0.377
H -4.161 -1.000 4.533  0.283
H -5.329 -1.864 5.560  0.335
H -3.648 -3.083 3.310  0.250
H -4.588 -4.020 4.459  0.370
H -6.477 -3.746 3.252  0.355
H -6.324 -1.987 3.339  0.452
H -6.321 -3.324 1.002  0.340
H -4.587 -3.430 1.349  0.347
H -4.719 -0.887 1.815  0.244
H -6.257 -0.926 0.977  0.365
H -5.204 -0.961 -1.061  0.478
H -4.218 -2.339 -0.580  0.503
H 1.632 3.033 -2.506  0.257
H -1.624 3.318 -3.593  0.479
H -3.013 2.941 -2.568  0.415
H -1.713 4.863 0.114  0.353
H -2.660 3.414 -0.240  0.076
H -3.376 6.314 -0.781  0.321
H -4.055 5.035 -1.801  0.316
H -4.373 5.051 -0.054  0.338
C 5.550 2.033 -3.439  0.007
C 6.635 1.267 -3.511  -0.321
C 7.963 1.848 -3.835  0.360
O 8.953 1.154 -3.904  -0.536
C 8.031 3.313 -4.072  -0.407
C 6.946 4.078 -3.996  -0.372
C 5.619 3.497 -3.670  0.387
O 4.628 4.190 -3.588  -0.537
H 4.566 1.648 -3.207  0.244
H 6.608 0.198 -3.343  0.432
H 9.010 3.712 -4.306  0.401
H 6.971 5.147 -4.162  0.412
C 3.661 -2.730 2.384  -0.091
C 3.756 -3.637 1.416  -0.046
C 4.766 -4.725 1.475  0.165
O 4.855 -5.549 0.592  -0.535
C 5.664 -4.761 2.657  -0.371
C 5.569 -3.855 3.625  -0.399
C 4.559 -2.767 3.566  0.233
O 4.472 -1.941 4.447  -0.534
H 2.934 -1.928 2.362  0.358
H 3.115 -3.634 0.543  0.342
H 6.391 -5.563 2.677  0.408
H 6.213 -3.860 4.496  0.411

As for the SMILES: CCCCCCN1C(=O)c2c(Br)c(Cl)c(O)c(COCC)c2C1=O.O=C1C=CC(=O)C=C1.O=C1C=CC(=O)C=C1. The charge is 0. For the gap between HOMO and LUMO, the calculation gives 7.9991 eV. The calculation puts the HOMO energy at -0.3540 Eh.

***

No. 2
The following is a DFT calculation (the ωB97M-V functional and the def2-TZVPD basis) of an isolated molecule of C4H7N3.

Each line ends with the Mulliken charge.
Geometry (Å):
N 1.889 -1.011 0.917  -0.203
C 0.645 -0.507 0.292  0.197
C 0.716 0.658 -0.384  -1.442
C -0.715 0.892 -0.577  0.952
N -1.184 2.046 -1.235  -0.574
C -1.470 -0.069 0.037  -0.930
N -0.611 -0.972 0.710  -0.262
H 2.202 -1.943 0.630  0.363
H 1.892 -0.960 1.941  0.342
H 2.527 -0.292 0.536  0.410
H -2.018 1.896 -1.789  0.249
H -0.440 2.421 -1.810  0.272
H -2.544 -0.206 0.103  0.391
H -0.847 -1.957 0.623  0.234

The charge is 0. For the gap between HOMO and LUMO, the calculation gives 7.0518 eV. The calculation puts the HOMO energy at -0.2551 Eh.

***

No. 3
The following is a DFT calculation (the ωB97M-V functional and the def2-TZVPD basis) of an isolated molecule of C7H6OS.

Each line ends with the Mulliken charge.
Geometry (Å):
C 0.710 -2.373 -1.966  -0.319
C 0.255 0.908 1.355  -0.621
C -0.141 -1.422 -1.797  -0.191
C 1.353 1.340 1.979  -0.501
C 0.478 0.088 0.282  0.658
C 1.718 -0.385 0.245  -0.604
C -0.599 -0.275 -0.806  -0.274
O 3.702 1.326 0.537  -0.305
S 2.845 0.446 1.378  0.312
H 2.110 -1.129 -0.454  0.316
H -0.799 1.356 1.553  0.270
H -0.643 -1.263 -2.804  0.233
H 1.308 1.860 2.981  0.382
H -0.932 0.525 -1.482  0.336
H -1.378 -0.798 -0.317  0.308

The charge is 0. For the gap between HOMO and LUMO (spin up / spin down), the calculation gives 6.2531 / 5.6663 eV. Its spin multiplicity is 3. The calculation puts the HOMO energy (spin up / spin down) at -0.2406 / -0.3286 Eh.

***

No. 4
The following is a DFT calculation (the ωB97M-V functional and the def2-TZVPD basis) of a structure of composition C27H36N2PPt.

Each line ends with the Mulliken charge.
Geometry (Å):
Pt 0.279 -0.171 -0.013  0.813
C -2.166 0.906 -1.270  -1.057
N -0.745 1.311 -1.182  0.312
C -0.688 2.697 -0.667  -1.226
C -0.126 1.313 -2.530  -0.788
C 0.148 -0.096 -3.005  -0.935
N 0.997 -0.819 -2.032  0.405
C 2.397 -0.364 -2.139  -1.077
C 0.968 -2.252 -2.351  -1.226
H -2.697 1.555 -1.973  0.373
H -2.618 0.997 -0.285  0.349
H -2.250 -0.130 -1.590  0.323
H -1.194 3.368 -1.366  0.427
H 0.350 3.001 -0.558  0.385
H -1.182 2.756 0.298  0.372
H 0.802 1.881 -2.464  0.412
H -0.783 1.839 -3.231  0.467
H 0.624 -0.081 -3.990  0.428
H -0.786 -0.650 -3.101  0.432
H 2.771 -0.519 -3.157  0.374
H 3.004 -0.939 -1.446  0.246
H 2.485 0.689 -1.880  0.280
H 1.302 -2.417 -3.381  0.490
H -0.040 -2.639 -2.227  0.324
H 1.637 -2.777 -1.674  0.286
C 1.445 -4.853 2.688  -2.053
C 2.544 -4.045 2.044  1.317
C 3.817 -4.612 2.014  -0.912
C 4.903 -3.967 1.444  -0.803
C 4.747 -2.706 0.891  -0.922
C 3.493 -2.121 0.909  -1.254
C 2.392 -2.772 1.471  1.643
P 0.837 -1.855 1.395  0.549
C -0.448 -3.109 0.968  1.188
C -0.026 -4.159 0.150  -1.291
C -0.908 -5.107 -0.341  -1.095
C -2.248 -5.020 -0.007  -0.969
C -2.677 -3.995 0.819  -0.851
C -1.806 -3.028 1.322  0.789
C -2.389 -1.960 2.206  -1.068
C 0.552 -1.182 3.046  1.280
C 0.969 -1.749 4.250  -0.953
C 0.660 -1.122 5.443  -0.755
C -0.057 0.072 5.431  -0.795
C -0.412 0.662 4.232  -0.766
C -0.074 0.059 3.023  0.393
C -0.271 0.762 1.711  -2.357
H 1.828 -5.327 3.592  0.573
H 1.108 -5.644 2.017  0.502
H 0.570 -4.268 2.958  0.243
H 3.954 -5.591 2.456  0.516
H 5.871 -4.450 1.439  0.405
H 5.589 -2.184 0.457  0.468
H 3.360 -1.129 0.494  0.691
H 1.022 -4.260 -0.094  0.773
H -0.544 -5.909 -0.970  0.491
H -2.955 -5.755 -0.370  0.434
H -3.721 -3.941 1.102  0.442
H -3.414 -2.214 2.470  0.497
H -2.400 -0.992 1.697  -0.009
H -1.827 -1.833 3.127  0.203
H 1.526 -2.675 4.264  0.332
H 0.974 -1.560 6.381  0.470
H -0.306 0.558 6.365  0.408
H -0.924 1.617 4.227  0.525
H 0.378 1.649 1.733  0.851
H -1.301 1.132 1.643  0.681

The charge is +1. For the gap between HOMO and LUMO, the calculation gives 9.4277 eV. The calculation puts the HOMO energy at -0.4195 Eh.

***

No. 5
The following is a DFT calculation (the ωB97M-V functional and the def2-TZVPD basis) of a cluster of 2 separate species, C11H23N3O5 in total.

Each line ends with the Mulliken charge.
Geometry (Å):
C 1.053 1.205 -1.955  0.399
C 1.574 2.198 -0.926  0.323
C 2.146 0.942 -3.006  -1.057
C 1.694 -0.046 -4.072  -0.855
C 1.525 -1.459 -3.530  0.562
C -2.490 -0.061 2.149  0.177
C -2.339 1.253 2.933  0.225
C -1.184 -0.886 2.241  0.396
C 0.038 -0.066 1.808  -1.283
C -0.998 -1.498 3.636  -0.564
C 0.196 -2.446 3.733  -1.324
H -0.934 1.618 -1.908  0.228
H -0.074 2.652 -2.800  0.299
H 0.867 0.257 -1.441  0.399
H 3.037 0.563 -2.497  0.373
H 2.413 1.891 -3.489  0.465
H 0.742 0.290 -4.501  0.391
H 2.427 -0.084 -4.889  0.448
H 0.807 -3.283 -4.091  0.254
H 0.618 -2.060 -5.299  0.207
H 2.875 2.422 0.392  0.352
H -3.733 0.606 0.596  0.282
H -2.153 0.315 0.110  0.148
H -3.276 -0.620 2.670  0.526
H -1.322 -1.709 1.525  0.333
H 0.272 0.711 2.546  0.300
H 0.918 -0.703 1.701  0.571
H -0.109 0.429 0.840  -0.057
H -0.909 -0.695 4.375  0.277
H -1.913 -2.049 3.894  0.356
H 1.149 -1.918 3.622  0.295
H 0.150 -3.224 2.961  0.318
H 0.212 -2.945 4.708  0.418
H -2.306 2.106 1.259  0.367
N -0.175 1.662 -2.583  -0.663
N 1.025 -2.357 -4.428  -0.401
N -2.890 0.074 0.760  -0.752
O 1.140 3.315 -0.763  -0.627
O 1.838 -1.785 -2.397  -0.626
O 2.607 1.712 -0.213  -0.436
O -2.302 1.303 4.136  -0.570
O -2.216 2.370 2.190  -0.473

As for the SMILES: CC[C@H](C)[C@H](N)C(=O)O.NC(=O)CC[C@H](N)C(=O)O. The charge is 0. For the gap between HOMO and LUMO, the calculation gives 10.0048 eV. The calculation puts the HOMO energy at -0.3507 Eh.